[1]
Molecular formula: C3H10N2S
Method: DFT, wB97M-V/def2-TZVPD

```
16
Properties=species:S:1:pos:R:3:forces:R:3:mulliken_charge:R:1
C -2.0772 -0.6534 0.7908 0.2 0.9 2.0 -0.84
C -0.9742 -0.8031 1.9327 -0.1 -1.3 -0.3 -0.45
S -0.0486 0.6864 2.3472 -0.5 -0.9 -0.4 0.29
H -1.6191 -0.2734 -0.0831 0.4 0.0 -1.1 0.24
H -2.7903 0.0942 1.1267 -0.1 0.1 0.0 0.35
H -2.6417 -1.5630 0.6426 0.4 -0.4 0.0 0.33
H -1.3486 -1.2409 2.8706 -0.2 0.5 -0.3 0.40
H -0.2088 -1.5393 1.5735 -0.2 0.7 0.1 0.37
H 0.5512 0.7277 1.1402 0.2 0.2 -0.2 0.26
N 1.0375 1.1517 -2.5440 -0.5 0.6 0.7 -0.50
C 1.9328 0.6558 -1.6138 -0.3 -1.3 0.3 0.01
N 1.9545 -0.6068 -1.2935 -1.2 1.9 -0.5 -0.65
H 0.1984 0.5830 -2.6608 0.6 0.0 -0.2 0.27
H 0.7971 2.1575 -2.5207 0.7 -1.0 0.0 0.26
H 2.6383 1.3670 -1.1640 -0.2 0.1 -0.4 0.40
H 2.5987 -0.7434 -0.5443 0.9 -0.2 0.3 0.25
```
Forces are in eV/Å.

The value obtained for the energy above the lowest of the compared OMol25 structures with the same formula, charge and spin is 48.6 kcal per mole. Its spin multiplicity is 2. For the molar mass, the calculation gives 106.194 u. As for the highest occupied orbital energy (spin up / spin down): -12.73 / -12.70 eV. The calculation puts the electronic energy at -627.6435 Ha. Its net charge is +1. The expectation value of S² is 0.75.

***

[2]
Molecular formula: AsF6H24O12
Method: DFT, wB97M-V/def2-TZVPD

```
43
Properties=species:S:1:pos:R:3:forces:R:3:mulliken_charge:R:1
As -10.4699 14.7255 14.2427 0.8 -1.5 2.9 1.15
F -9.4709 14.8601 15.8529 0.4 -0.1 0.7 -0.41
F -10.6197 16.4660 14.2280 -0.4 1.8 -0.7 -0.43
F -11.3917 14.4289 12.7780 -1.5 0.0 -2.0 -0.49
F -10.3559 12.8670 14.2500 0.3 -1.4 0.3 -0.42
F -12.0486 14.6412 15.2387 -1.0 -0.3 0.4 -0.35
F -8.9262 14.7321 13.3407 1.1 -0.2 -1.2 -0.62
O -9.0276 18.2206 15.5276 0.3 0.8 0.4 -0.69
H -8.5327 17.5725 15.0263 0.3 -0.2 -0.3 0.33
H -9.9446 18.0187 15.3416 -0.2 -0.2 0.1 0.37
O -10.4569 10.5638 16.1311 0.1 -1.0 0.1 -0.72
H -10.8611 11.0066 16.8773 0.1 0.4 0.2 0.34
H -10.0487 11.2675 15.6268 -0.1 0.6 -0.3 0.31
O -7.1531 11.9538 14.2512 0.5 0.0 0.1 -0.64
H -7.0827 10.9994 14.2291 0.0 -0.2 0.0 0.27
H -8.0237 12.1384 13.8988 -0.7 0.4 -0.2 0.34
O -13.5269 12.3739 13.5190 -0.6 -0.5 -0.1 -0.70
H -12.7982 12.9390 13.7757 0.6 0.3 0.2 0.30
H -14.1747 12.9720 13.1463 0.0 0.2 -0.1 0.29
O -13.9507 15.6345 16.5665 -1.1 0.5 0.7 -0.64
H -13.6335 14.9756 15.9489 0.8 -0.3 -0.4 0.32
H -14.7615 15.9596 16.1751 -0.2 0.1 -0.1 0.28
O -9.3846 13.0105 11.1545 0.4 -0.6 -0.8 -0.65
H -9.3130 13.8468 11.6146 0.0 0.4 0.4 0.33
H -10.3000 12.7535 11.2647 -0.2 0.1 0.3 0.31
O -10.4970 12.7350 18.1582 -0.3 -0.4 0.5 -0.65
H -9.6701 12.8260 18.6317 0.2 0.0 0.0 0.29
H -10.5402 13.5110 17.5994 0.0 0.5 -0.6 0.31
O -11.4687 16.4238 11.1343 0.0 0.8 -0.7 -0.61
H -11.8242 15.8864 11.8422 0.2 -0.4 0.5 0.34
H -12.0658 16.2792 10.4002 -0.1 -0.1 -0.2 0.25
O -6.5068 15.6253 17.3976 0.5 0.1 0.1 -0.60
H -7.2924 15.0892 17.2899 -0.6 0.0 -0.4 0.30
H -6.2109 15.4411 18.2891 0.0 0.0 0.2 0.26
O -11.6737 17.3487 16.7602 0.3 0.9 0.5 -0.67
H -12.5814 17.6367 16.6632 -0.2 -0.3 0.0 0.28
H -11.6087 16.5698 16.2076 0.0 -0.5 -0.2 0.29
O -5.8392 14.5507 13.4691 0.8 0.3 -0.2 -0.62
H -6.3630 14.0849 14.1210 -0.3 -0.2 0.2 0.28
H -5.7188 13.9177 12.7612 -0.2 -0.2 -0.1 0.31
O -7.4538 16.8100 13.4270 0.4 1.4 -0.1 -0.72
H -6.5975 16.5091 13.1231 0.1 -0.3 0.2 0.31
H -7.9640 16.0079 13.5394 -0.2 -0.4 -0.2 0.48
```
Forces are in eV/Å.

The value obtained for the energy above the lowest of the compared OMol25 structures with the same formula, charge and spin is 14.2 kcal per mole. Its spin multiplicity is 2. For the molar mass, the calculation gives 405.090 u. As for the highest occupied orbital energy (spin up / spin down): 0.91 / -3.89 eV. The calculation puts the electronic energy at -3752.4074 Ha. Its net charge is -2. The expectation value of S² is 0.75.

***

[3]
Molecular formula: C15H34Cl22NO2
Method: DFT, wB97M-V/def2-TZVPD

```
74
Properties=species:S:1:pos:R:3:forces:R:3:mulliken_charge:R:1
O -5.5547 -2.9761 0.6831 1.1 2.1 -0.3 -0.56
C -4.2143 -2.3948 0.5992 1.0 -0.8 -0.2 0.80
C -3.0753 -3.4034 1.1667 -0.8 -0.2 -0.8 -0.83
C -1.5963 -2.9367 0.6903 -0.4 -0.6 0.9 -0.38
C -1.2983 -1.3754 0.9423 1.1 -2.1 1.1 -0.32
N -1.8147 -0.4557 -0.1365 0.9 0.2 -1.1 0.16
O -2.6150 0.5339 0.3944 -1.3 1.0 0.2 -0.32
H -6.1492 -2.2345 0.3776 0.7 -1.3 0.6 0.33
H -4.1162 -1.3990 1.1768 -0.4 -1.5 -1.0 -0.32
H -3.9893 -2.2568 -0.5373 -0.2 0.1 1.6 -0.14
H -3.2858 -4.4431 0.6967 0.4 1.7 0.9 0.34
H -3.1674 -3.5153 2.3135 0.3 0.3 -1.9 0.33
H -0.8556 -3.5171 1.3725 -1.1 1.1 -1.3 0.23
H -1.3912 -3.2977 -0.3824 -0.2 0.8 1.5 0.30
H -0.1456 -1.2550 0.9494 -2.1 0.1 0.2 0.09
H -1.7899 -1.0873 1.9352 0.8 -0.1 -1.6 0.22
H -2.3248 -0.9291 -0.9063 0.3 -0.2 0.5 0.24
H -0.9924 0.0473 -0.5484 -0.6 -0.7 0.1 0.39
H -3.3878 0.7140 -0.1983 0.7 -0.3 0.3 0.35
C 3.0689 -0.7674 0.3595 0.4 0.2 0.5 -0.02
Cl 3.2587 -1.7620 1.8074 0.0 0.0 -0.1 -0.09
Cl 1.8124 -1.4226 -0.7017 -0.2 0.0 -0.3 -0.16
H 2.7901 0.2448 0.6571 0.1 -0.6 -0.1 -0.04
H 4.0134 -0.7457 -0.1837 -0.2 -0.1 0.0 0.31
C -4.6211 0.7587 3.2157 0.2 0.2 0.2 0.07
Cl -4.4389 -0.2375 4.6633 0.1 0.1 -0.1 -0.14
Cl -5.8789 0.1165 2.1509 -0.2 0.3 -0.1 -0.13
H -4.8931 1.7713 3.5135 -0.1 -0.2 0.0 0.37
H -3.6742 0.7742 2.6757 -0.2 -0.1 0.1 -0.13
C -2.1318 3.9131 -0.3856 0.3 0.2 0.3 -0.01
Cl -3.0839 5.0026 0.6275 0.1 -0.1 0.0 -0.14
Cl -2.9698 3.5520 -1.9017 0.0 -0.3 0.0 -0.16
H -1.1763 4.3855 -0.6139 -0.2 0.0 0.0 0.30
H -1.9639 2.9827 0.1565 -0.1 0.2 -0.1 -0.04
C -3.7231 3.4025 -5.4681 0.3 0.0 0.1 0.36
Cl -4.2087 4.8774 -6.3114 0.0 -0.1 0.2 -0.18
Cl -4.8929 2.1016 -5.7171 0.0 -0.1 0.0 -0.14
H -2.7519 3.0821 -5.8457 -0.2 0.1 -0.1 0.26
H -3.6553 3.6064 -4.4008 -0.1 0.1 -0.3 -0.27
C 4.3366 3.0491 -0.1750 0.3 0.4 0.0 -0.26
Cl 5.5515 1.7707 -0.0609 -0.1 0.0 0.0 -0.18
Cl 2.6987 2.3799 -0.1598 -0.2 0.5 -0.2 -0.13
H 4.4513 3.7228 0.6741 0.0 -0.2 -0.1 0.30
H 4.4858 3.5974 -1.1051 -0.1 -0.2 0.1 0.32
C 8.6695 2.8793 1.3795 0.1 -0.3 -0.1 0.00
Cl 10.2484 3.4341 0.8122 0.0 -0.1 0.0 -0.15
Cl 7.7578 4.1981 2.1255 -0.2 -0.1 0.0 -0.16
H 8.1044 2.4941 0.5317 0.1 0.2 0.1 0.04
H 8.8156 2.0896 2.1165 0.0 0.2 -0.1 0.27
C -5.1123 -1.5079 -4.7509 -0.4 -0.2 -0.6 -0.41
Cl -4.0521 -1.8312 -6.1257 -0.1 0.0 0.2 -0.12
Cl -4.1848 -0.9804 -3.3390 0.1 0.2 0.4 -0.07
H -5.8171 -0.7224 -5.0231 0.3 0.0 0.1 0.27
H -5.6530 -2.4196 -4.4975 0.2 0.1 0.0 0.33
C 4.8290 -4.3227 4.9390 0.3 -0.1 0.3 -0.31
Cl 5.4009 -2.6633 4.7349 0.0 -0.1 0.0 -0.12
Cl 3.5512 -4.7059 3.7779 -0.1 -0.1 0.1 -0.14
H 5.6636 -5.0065 4.7852 -0.2 0.2 -0.1 0.29
H 4.4361 -4.4401 5.9489 0.0 0.1 -0.2 0.26
C 5.1304 -0.1256 7.9421 0.2 0.1 0.2 -0.29
Cl 4.8662 -1.8267 8.3435 0.0 0.0 0.1 -0.13
Cl 4.2568 0.3284 6.4735 0.0 0.1 0.0 -0.14
H 4.7782 0.4917 8.7683 0.0 -0.2 -0.2 0.31
H 6.1962 0.0396 7.7852 -0.2 -0.1 -0.1 0.26
C 2.6569 -5.5370 0.4090 0.3 0.2 0.1 0.43
Cl 0.9478 -5.8658 0.0925 -0.2 0.1 0.0 -0.16
Cl 3.6970 -6.6923 -0.4305 0.0 0.1 0.1 -0.15
H 2.8932 -4.5308 0.0628 -0.1 -0.2 0.0 0.06
H 2.8384 -5.6107 1.4811 -0.1 -0.1 -0.3 -0.15
C -2.3353 5.8666 -9.1679 -0.1 0.3 0.1 0.15
Cl -1.3313 4.4149 -9.0638 0.0 0.0 0.2 -0.16
Cl -3.0239 6.0543 -10.7846 0.0 0.1 0.1 -0.15
H -3.1463 5.7854 -8.4446 0.2 -0.1 -0.3 -0.10
H -1.7217 6.7383 -8.9409 0.0 -0.2 -0.1 0.28
```
Forces are in eV/Å.

For the molar mass, the calculation gives 1040.408 u. As for the highest occupied orbital energy: -12.22 eV. The calculation puts the electronic energy at -10920.9929 Ha. Its net charge is +1.